(1)
ORCA calculation (ωB97M-V/def2-TZVPD) on a 4-piece molecular cluster, C23H25N2O6 overall.

Kohn-Sham gap = 8.39 eV
Multiplicity = 1
DFT total energy = -39512.7673 eV
Charge = +1

The geometry in XYZ format:
```
56
C23H25N2O6 | OMol25 | ωB97M-V/def2-TZVPD
H 2.014 -0.177 -1.210
C 0.614 -0.457 6.094
O -0.653 1.875 2.989
H 8.143 -0.139 -3.115
O 0.989 -1.154 7.006
H 2.571 0.224 0.922
H -3.434 1.225 -1.974
H -1.326 -2.612 -0.343
N 1.625 -0.120 0.860
O 7.194 -1.813 -4.860
H -0.390 0.482 -1.764
H 1.851 1.473 3.500
C 6.556 -1.423 -3.912
N -0.876 0.683 0.258
H -2.294 0.710 4.623
H -1.562 1.427 0.147
C -0.275 1.182 3.921
C -6.537 2.259 -3.096
H -1.521 -0.726 6.514
H -7.395 0.127 -0.511
C -5.058 2.125 -2.984
C -6.811 0.701 -1.219
C 0.539 -1.653 -0.720
H 1.539 -0.979 1.381
C 5.161 -1.890 -3.683
H -0.426 0.860 1.164
C -7.368 1.484 -2.139
H -2.426 -0.603 -0.406
C -0.835 -0.235 5.836
O 4.384 -0.107 -0.711
H -2.086 -0.652 1.295
C -1.617 -0.617 0.316
H 0.489 1.765 -0.940
C 6.417 -0.040 -1.888
H -0.446 -2.262 1.109
C -4.508 1.342 -2.062
C -1.246 0.529 4.827
H 6.811 0.657 -1.160
O -4.841 -0.145 -0.257
H 0.273 -1.757 -1.772
H 2.632 0.042 5.395
C 4.455 -1.462 -2.640
C 7.127 -0.464 -2.930
C 1.168 0.973 4.175
H 1.268 -2.429 -0.501
H -4.473 2.696 -3.694
H 4.767 -2.591 -4.407
C -5.340 0.571 -1.105
H -8.440 1.595 -2.238
H 3.442 -1.797 -2.452
C 5.028 -0.503 -1.666
O -7.032 2.971 -3.936
C 0.111 0.754 -0.836
C 1.584 0.211 5.184
C -0.720 -1.850 0.141
C 1.180 -0.285 -0.523
```

(2)
ORCA calculation (ωB97M-V/def2-TZVPD) on the molecule C23H25N3O4.

ΔE to the lowest compared entry with this formula, charge and spin = 127.1 kJ/mol
Kohn-Sham gap = 8.12 eV
Multiplicity = 1
SMILES = O=C(NCCN1CCOCC1)[C@H](Cc1ccccc1)N1C(=O)c2ccccc2C1=O
DFT total energy = -36918.5149 eV

The geometry in XYZ format:
```
55
C23H25N3O4 | OMol25 | ωB97M-V/def2-TZVPD
C 1.034 -2.275 1.142
C -0.820 1.616 0.924
C 1.558 1.855 1.728
H 0.327 2.624 -1.319
C -6.090 -0.356 1.102
C -0.838 -0.930 0.331
H -0.972 0.705 -1.047
C -1.302 0.501 -0.019
C -7.242 -0.398 0.324
N -2.746 0.466 -0.072
H 4.340 2.881 0.108
H 1.281 -3.005 -0.873
H -8.113 -0.161 -1.612
C 5.132 -0.878 -0.097
H 5.794 -0.426 0.643
N 2.997 -1.948 -0.466
H 3.406 -0.640 1.164
H 2.362 -3.740 0.323
C -3.529 0.093 1.014
O -3.129 -0.044 2.141
C -4.865 0.252 -0.893
H 2.000 -1.288 -2.168
C 0.621 1.995 0.708
C 3.876 -1.444 0.570
O 4.810 0.141 -1.014
O -2.981 0.834 -2.328
C -4.906 -0.029 0.476
H 1.239 1.495 2.698
C -6.007 0.213 -1.665
C 3.302 2.648 0.281
N 0.399 -1.013 0.845
H 1.626 -2.161 2.053
H 4.153 -2.265 1.234
H 2.687 3.188 -1.695
H -8.185 -0.655 0.784
C 3.933 -0.343 -2.005
C -3.460 0.550 -1.259
C -7.202 -0.119 -1.034
O -1.553 -1.886 0.118
H -1.446 2.493 0.732
C 2.643 -0.884 -1.385
H -6.113 -0.574 2.158
H -0.987 1.306 1.957
H 3.721 0.501 -2.663
C 2.373 2.811 -0.733
H -5.967 0.429 -2.721
H 0.941 -0.172 0.976
H 4.424 -1.144 -2.577
H 5.660 -1.692 -0.615
H 0.241 -3.006 1.318
C 1.918 -2.796 -0.012
C 1.044 2.488 -0.522
H 2.122 -0.047 -0.893
C 2.888 2.177 1.515
H 3.603 2.058 2.317
```

(3)
ORCA calculation (ωB97M-V/def2-TZVPD) on the molecule C23H25N3O6S.

ΔE to the lowest compared entry with this formula, charge and spin = 89.4 kJ/mol
Kohn-Sham gap = 9.05 eV
Multiplicity = 1
SMILES = Cc1c(C(=O)NCc2ccccn2)oc2ccc(S(=O)(=O)N3CCC4(CC3)OCCO4)cc12
DFT total energy = -51847.3996 eV

The geometry in XYZ format:
```
58
C23H25N3O6S | OMol25 | ωB97M-V/def2-TZVPD
C -5.111 -3.529 -2.087
C 0.408 3.767 -0.664
C 2.933 0.389 6.835
N 1.539 2.731 6.355
H -6.192 -3.446 -2.197
C -2.095 -3.502 -3.416
C 1.284 1.340 -0.995
C -3.262 -2.572 -3.048
H 0.384 1.587 -2.954
C 1.281 -0.325 -2.675
H 1.599 0.166 8.510
H 0.452 4.516 0.120
H 2.185 4.156 4.436
N 2.616 2.624 3.138
O -3.217 -2.300 -1.655
H -3.951 -0.593 -3.566
O 0.561 0.220 -5.147
C 2.844 3.285 4.403
H -5.080 -1.573 -1.126
H -4.400 -2.874 -0.100
O 1.609 -1.972 -4.705
H -1.669 0.237 -4.297
H -2.213 -3.795 -4.458
C 0.915 0.939 -2.277
C 3.265 1.203 5.765
H -0.633 3.542 -0.892
C 1.229 1.955 7.378
H 3.888 3.619 4.465
C -0.770 -2.775 -3.215
H -2.131 -4.392 -2.786
C 1.992 -1.198 -1.855
C -3.160 -1.278 -3.872
H 2.979 1.693 3.013
H 4.082 0.943 5.108
C -4.505 -2.509 -1.121
C 1.865 3.169 2.155
H -1.705 -0.332 -2.599
H 2.930 -1.479 0.064
H 0.410 2.304 7.993
C 2.372 -0.821 -0.583
C -1.794 -0.634 -3.655
H 0.873 4.156 -1.569
O -4.511 -3.186 -3.316
H -4.841 -4.554 -1.799
C 1.889 0.770 7.664
H 2.256 -2.164 -2.254
N -0.757 -1.571 -4.009
O 2.270 1.031 1.020
O 1.368 4.278 2.218
C 1.720 2.293 0.974
H 0.065 -3.389 -3.555
H 3.481 -0.523 7.022
S 0.747 -0.908 -4.285
H -3.298 -1.535 -4.920
H -0.648 -2.542 -2.146
C 1.108 2.537 -0.225
C 2.535 2.371 5.560
C 2.006 0.452 -0.168
```

(4)
ORCA calculation (ωB97M-V/def2-TZVPD) on the molecule C23H25N7O2.

ΔE to the lowest compared entry with this formula, charge and spin = 0.0 kJ/mol
Kohn-Sham gap = 8.87 eV
Multiplicity = 1
SMILES = CCCCNC(=O)CCC(=O)NNc1nc2ccccc2c2nc(-c3ccccc3)nn12
DFT total energy = -38784.5208 eV

The geometry in XYZ format:
```
57
C23H25N7O2 | OMol25 | ωB97M-V/def2-TZVPD
C -1.070 -3.655 -2.269
H -4.065 -0.783 -2.993
H 4.820 -1.951 0.026
N 2.530 -1.070 0.553
H -2.693 -2.927 -3.482
C 0.120 -2.824 1.405
H -1.072 -4.517 1.907
C -1.967 2.832 -0.519
N -1.217 3.267 0.538
C -2.409 -1.565 -1.839
C -4.123 2.073 0.448
C 5.139 1.379 -0.460
H -3.104 -0.753 1.985
H 1.030 -3.377 1.229
H -1.662 -0.959 -2.359
O -1.463 2.234 -1.447
C 3.149 0.094 0.230
N 1.186 0.652 0.692
H -3.882 3.180 -1.404
C 5.297 -1.014 -0.214
C 0.008 1.304 0.909
H -3.526 1.875 1.343
H 8.259 0.300 -1.165
C -1.047 -3.445 1.781
H -3.000 1.041 -1.672
N 0.022 2.672 0.766
H -1.687 3.576 1.380
C -4.375 0.704 -0.189
H 7.213 -1.866 -0.624
H -2.124 -1.617 -0.787
H -0.799 -3.723 -1.218
H -5.097 2.437 0.781
C 7.218 0.259 -0.881
H -3.188 -3.564 -1.913
C -3.438 3.148 -0.409
C -2.425 -2.974 -2.424
C -3.770 -0.880 -1.942
H -4.530 -1.458 -1.412
H -0.297 -3.088 -2.784
C 1.299 -0.714 0.840
O -5.143 -0.071 0.351
C -2.205 -1.330 1.839
C -2.206 -2.696 1.995
H -3.119 -3.196 2.281
C 6.629 -0.958 -0.577
H -1.096 -4.659 -2.686
C 6.471 1.426 -0.822
N 2.361 1.159 0.303
C -1.029 -0.671 1.455
C 0.142 -1.436 1.239
N -1.059 0.687 1.283
H 4.544 2.278 -0.409
H -3.570 4.121 0.067
H 0.785 3.018 0.190
C 4.544 0.157 -0.154
H 6.932 2.373 -1.060
N -3.737 0.435 -1.339
```

(5)
ORCA calculation (ωB97M-V/def2-TZVPD) on C23H25OTc as an isolated structure.

ΔE to the lowest compared entry with this formula, charge and spin = 286.7 kJ/mol
⟨S²⟩ = 3.785
Kohn-Sham gap (alpha / beta) = 3.85 / 6.56 eV
Multiplicity = 4
DFT total energy = -28493.6058 eV
Charge = -1

The geometry in XYZ format:
```
50
C23H25OTc | OMol25 | ωB97M-V/def2-TZVPD
C -1.414 1.389 1.257
C -1.517 -2.355 4.737
H 1.882 -0.074 2.345
H 0.634 1.344 -5.207
C -0.344 -2.503 3.956
C 2.582 0.215 -0.926
C -1.065 2.054 0.018
C -0.268 -3.207 6.616
C 0.870 -3.424 5.814
H -2.694 -0.458 1.613
C -1.643 1.320 -1.063
O 0.463 -2.480 0.143
H -0.325 -2.421 -3.544
H 1.588 -2.440 -1.734
H 1.638 2.187 -1.434
H 3.174 -0.001 -1.814
C -2.236 0.240 0.911
C -1.464 -2.688 6.081
H -2.058 -1.380 -3.822
H -1.609 1.630 -2.098
H -2.044 0.436 -3.650
H 1.684 -3.186 3.780
H -0.045 -3.367 -1.856
C -1.804 -0.418 -4.260
C 0.181 -1.423 -3.588
H -2.358 -2.530 6.694
C -0.294 -1.807 2.727
H -0.570 3.018 -0.072
H -2.393 -1.905 4.252
C 1.860 0.140 1.261
H 3.171 -1.473 0.436
H -2.898 -0.551 -1.090
C 0.607 -2.742 -1.088
C -2.352 0.201 -0.517
C 1.760 1.348 -0.727
H -1.136 1.699 2.264
H -0.226 -3.448 7.677
C 2.601 -0.543 0.273
C 1.324 1.349 0.663
H 1.799 -3.840 6.219
H -0.019 1.450 -3.580
H 1.289 -1.579 -3.467
Tc -0.244 0.108 0.216
H 1.031 2.227 1.240
C 0.832 -3.094 4.465
C 0.482 0.792 -4.275
C -0.344 -0.414 -4.338
H -2.353 -0.343 -5.199
H 1.484 0.458 -3.948
C -0.434 -1.047 1.768
```

(6)
ORCA calculation (ωB97M-V/def2-TZVPD) on C23H26BF2N4OOs as an isolated structure.

Kohn-Sham gap (alpha / beta) = 6.32 / 6.33 eV
Multiplicity = 1
DFT total energy = -40836.6727 eV
Charge = +3

The geometry in XYZ format:
```
58
C23H26BF2N4OOs | OMol25 | ωB97M-V/def2-TZVPD
H 4.947 -2.342 0.260
C 2.292 -1.455 -1.639
C -3.476 -0.700 -1.623
C -0.614 -1.446 3.662
H 2.411 1.113 1.012
C 3.591 -1.819 -1.313
H 0.276 3.498 2.788
F -1.023 -3.695 -0.583
H -1.396 3.050 0.736
C 2.258 2.127 -0.900
C 0.506 2.993 1.850
N -0.587 -1.098 0.963
H 1.729 -2.125 -3.594
H 2.669 3.011 -1.389
N 1.375 -1.322 -0.647
Os -0.561 -0.750 -0.944
C 2.652 2.103 0.614
N 0.262 3.400 -0.542
H 0.877 4.173 -0.760
B -0.687 -2.802 -1.488
H -4.520 -0.853 2.097
C 1.878 -1.191 -3.051
H 3.248 -2.082 2.047
C -2.908 -0.859 0.698
H -5.557 -0.549 -2.060
H -0.625 -1.579 4.736
C 0.578 -1.562 2.962
H -0.614 4.614 0.892
H 1.497 -1.799 3.479
C 2.985 -1.904 1.014
C 1.707 -1.544 0.664
O 0.039 1.184 -0.737
H 0.949 -0.611 -3.128
H 4.322 -1.926 -2.103
C -5.191 -0.694 0.053
H -3.822 -0.449 -3.715
C -2.998 -0.662 -3.037
N -2.537 -0.795 -0.629
H 3.737 2.206 0.650
C -1.765 -1.037 1.611
C -4.814 -0.634 -1.279
C -1.802 -1.198 2.982
H -2.258 0.131 -3.189
C 0.569 -1.391 1.588
H -2.741 -1.152 3.516
C 2.013 3.161 1.540
H 2.551 3.093 2.485
C -0.431 3.550 0.763
H 0.296 1.929 2.010
C 0.782 2.218 -0.823
H 2.617 1.236 -1.411
H -2.574 -1.623 -3.339
C -4.227 -0.805 1.058
H -6.240 -0.661 0.319
H 2.219 4.169 1.166
H 2.644 -0.619 -3.574
F -0.443 -3.178 -2.725
C 3.936 -2.049 0.007
```

(7)
ORCA calculation (ωB97M-V/def2-TZVPD) on C23H26BaClIN4O4Te as an isolated structure.

ΔE to the lowest compared entry with this formula, charge and spin = 38.3 kJ/mol
Kohn-Sham gap = 3.85 eV
Multiplicity = 1
DFT total energy = -67037.3994 eV
Charge = -2

The geometry in XYZ format:
```
61
C23H26BaClIN4O4Te | OMol25 | ωB97M-V/def2-TZVPD
N -1.487 2.747 -0.917
Cl -1.721 -1.611 -6.117
C -1.962 0.630 3.548
O 0.526 0.035 -0.917
C -3.275 -1.509 -3.442
C 0.054 -0.373 -2.020
N -2.101 -0.808 -1.018
C -3.363 -1.142 -1.091
C 0.409 0.764 2.932
C 1.649 4.096 -2.265
Te 5.471 1.803 -1.455
O -3.190 0.020 3.572
H -3.258 2.911 -2.026
Ba 2.683 1.220 0.233
H 0.696 2.339 -3.865
H -2.999 4.213 -0.846
H -2.054 4.171 -2.342
H -2.928 -1.137 1.868
H 0.107 3.016 0.926
C -1.348 -0.793 -2.145
H -0.747 3.643 4.422
H -2.029 2.756 1.144
C 1.605 2.951 3.352
C -1.936 2.074 0.285
H -2.701 -1.994 3.407
N 0.308 3.531 -2.191
H 0.879 -0.837 -5.321
N 0.626 3.175 0.067
C -2.498 3.551 -1.569
H -5.059 -1.757 -2.290
H -4.337 -1.494 2.909
H -0.841 -0.931 2.579
C -0.841 0.053 3.024
C -1.070 -1.161 -4.541
H -0.528 3.601 -4.128
H -2.841 2.360 4.503
H 2.685 4.604 4.140
H 1.723 4.697 -3.174
C 0.813 -0.448 -3.216
H -3.724 -1.783 -4.388
H -3.927 -1.135 -0.161
H 1.828 4.725 -1.399
I 2.831 0.240 -3.036
H 2.439 3.335 -2.304
H -0.913 2.141 -3.184
C 0.257 -0.822 -4.433
H 1.027 5.000 3.676
H 1.315 4.119 5.181
H -2.914 1.635 0.088
C -0.759 2.633 4.031
O 2.574 2.696 2.645
C -1.904 -1.162 -3.409
C 1.658 4.247 4.154
C -3.283 -1.219 2.898
C -0.160 3.146 -0.959
C -4.007 -1.497 -2.292
C -1.935 1.935 4.091
O 1.406 0.196 2.412
H -1.255 1.258 0.522
C -0.140 2.872 -3.407
C 0.417 2.119 3.445
```

(8)
ORCA calculation (ωB97M-V/def2-TZVPD) on a 3-piece molecular cluster, C23H26BrF16NO7P overall.

ΔE to the lowest compared entry with this formula, charge and spin = 0.0 kJ/mol
Kohn-Sham gap = 8.09 eV
Multiplicity = 1
DFT total energy = -162901.0708 eV
Charge = +1

The geometry in XYZ format:
```
75
C23H26BrF16NO7P | OMol25 | ωB97M-V/def2-TZVPD
H -2.753 -5.064 -1.356
O 10.151 -1.828 1.502
C -3.280 -0.382 -0.395
C -4.596 -3.552 -1.938
F 9.867 -1.108 -0.616
F 7.223 -1.712 -0.344
F -5.204 4.722 -0.527
H -2.100 -4.965 0.241
C 3.326 -2.556 -1.724
F 11.583 -0.467 0.553
O -4.847 -3.289 -3.227
C -2.029 -4.523 -0.757
H -4.341 -2.537 -3.559
F -8.364 5.970 2.767
C -0.122 -3.749 -2.348
N -2.162 -0.875 0.177
H 7.336 -3.684 -0.635
F 9.692 1.448 0.216
H 3.647 -2.440 -2.758
F 8.242 0.224 1.308
H -2.235 3.214 -0.271
O 2.053 -4.581 -2.917
C -1.762 -2.164 0.094
C -4.053 -1.278 -1.103
H -4.983 -0.943 -1.548
C -7.937 7.123 2.213
H -1.464 1.745 -0.917
F -7.606 7.991 4.361
H -1.574 -0.246 0.712
O 1.891 -2.703 -1.687
C -5.654 5.221 0.657
F -5.949 4.419 2.873
H 3.845 -1.593 0.153
O -5.106 -4.461 -1.355
H -8.343 6.950 0.167
H 9.994 0.791 2.084
C -2.476 -3.094 -0.625
C -3.662 -2.610 -1.213
H -6.717 8.829 2.786
Br -0.224 -2.549 1.054
H 3.790 -3.453 -1.318
C -7.448 6.869 0.781
F -5.866 7.114 3.366
F -4.861 6.257 0.974
H -0.433 -4.061 -3.344
H -0.462 -2.734 -2.148
C 1.389 -3.740 -2.376
H -1.629 1.971 0.835
H 9.964 -3.772 1.841
C -5.496 4.073 1.662
C 7.111 -2.960 0.152
C 8.023 -3.164 1.364
C 10.274 -0.786 0.626
F 7.795 -4.454 1.748
H -0.627 -5.741 -1.783
H 4.634 -0.908 -1.255
P -3.763 1.377 -0.134
O -6.955 5.570 0.493
H 9.819 -3.370 0.143
F -4.167 3.788 1.767
H -3.817 1.500 -2.351
F -9.010 7.955 2.093
F 5.824 -3.133 0.550
C -2.110 2.143 -0.130
H -6.027 3.186 1.312
C 9.557 0.470 1.137
H 2.938 -0.570 -0.960
O -4.364 1.761 -1.598
F 7.626 -2.358 2.368
C 9.538 -3.050 1.147
H 0.099 -4.856 -0.481
C 3.704 -1.345 -0.896
H -6.761 7.647 0.448
C -6.986 7.843 3.174
C -0.609 -4.764 -1.303
```